Record 1
{
  "formula": "C4H5NO2",
  "method": "the ωB97M-V functional and the def2-TZVPD basis",
  "species": ["O", "C", "C", "C", "C", "N", "O", "H", "H", "H", "H", "H"],
  "coordinates": [[1.808, 1.120, 1.337], [1.942, 0.161, 0.614], [0.801, -0.644, 0.015], [-0.620, -0.837, 0.615], [-0.375, 0.115, -0.447], [-0.830, 1.056, -1.148], [-2.193, 1.180, -0.868], [2.947, -0.152, 0.239], [1.122, -1.473, -0.618], [-0.914, -0.447, 1.587], [-1.157, -1.737, 0.308], [-2.531, 1.658, -1.633]],
  "mulliken_charge": [-0.47, -0.08, -0.08, -0.52, 0.50, -0.51, -0.36, 0.30, 0.37, 0.25, 0.24, 0.35],
  "relative_energy_kj_mol": 380.47,
  "charge": 0,
  "smiles": "O=C[C@H]1C/C1=N\\O",
  "fmax_ev_per_a": 0.88
}

---

Record 2
{
  "formula": "C4H5NO2S",
  "method": "the ωB97M-V functional and the def2-TZVPD basis",
  "species": ["C", "C", "O", "C", "N", "S", "C", "O", "H", "H", "H", "H", "H"],
  "coordinates": [[-3.830, 0.482, 0.691], [-2.847, -0.396, 0.885], [-1.579, -0.103, 0.447], [-0.602, -1.025, 0.659], [0.591, -0.898, 0.306], [1.042, 0.529, -0.528], [2.743, 0.084, -0.697], [3.550, 0.789, -1.260], [-3.673, 1.418, 0.229], [-4.795, 0.204, 1.036], [-2.885, -1.327, 1.476], [-0.937, -1.892, 1.126], [2.920, -0.941, -0.284]],
  "mulliken_charge": [-0.75, 0.15, -0.24, 0.07, -0.29, 0.02, 0.12, -0.45, 0.29, 0.25, 0.17, 0.31, 0.33],
  "relative_energy_kj_mol": 267.24,
  "charge": 0,
  "smiles": "C=CO/C=N\\SC=O",
  "fmax_ev_per_a": 1.90
}

---

Listing E for the structures above in their given order: -9810.3715 -20647.4099 eV.